{
  "formula": "C54H116F18N5O22",
  "method": "ωB97M-V with the def2-TZVPD basis set",
  "elements": ["C", "O", "O", "C", "F", "F", "F", "C", "C", "H", "H", "H", "H", "H", "H", "C", "O", "O", "C", "F", "F", "F", "C", "C", "H", "H", "H", "H", "H", "H", "C", "O", "O", "C", "F", "F", "F", "C", "C", "H", "H", "H", "H", "H", "H", "C", "O", "O", "C", "F", "F", "F", "C", "C", "H", "H", "H", "H", "H", "H", "C", "O", "O", "C", "F", "F", "F", "C", "C", "H", "H", "H", "H", "H", "H", "C", "O", "O", "C", "F", "F", "F", "C", "C", "H", "H", "H", "H", "H", "H", "C", "O", "C", "C", "N", "H", "H", "C", "C", "O", "C", "H", "H", "H", "H", "H", "H", "H", "H", "H", "H", "H", "H", "H", "H", "C", "O", "C", "C", "N", "H", "H", "C", "C", "O", "C", "H", "H", "H", "H", "H", "H", "H", "H", "H", "H", "H", "H", "H", "H", "C", "O", "C", "C", "N", "H", "H", "C", "C", "O", "C", "H", "H", "H", "H", "H", "H", "H", "H", "H", "H", "H", "H", "H", "H", "C", "O", "C", "C", "N", "H", "H", "C", "C", "O", "C", "H", "H", "H", "H", "H", "H", "H", "H", "H", "H", "H", "H", "H", "H", "C", "O", "C", "C", "N", "H", "H", "C", "C", "O", "C", "H", "H", "H", "H", "H", "H", "H", "H", "H", "H", "H", "H", "H", "H"],
  "positions_angstrom": [[-6.959, -21.971, -15.663], [-6.266, -21.196, -16.732], [-8.307, -22.120, -16.085], [-6.064, -23.268, -15.350], [-6.643, -24.380, -14.818], [-5.415, -23.749, -16.435], [-5.121, -22.931, -14.477], [-5.055, -20.581, -16.456], [-4.831, -19.956, -17.827], [-5.628, -19.274, -18.123], [-3.877, -19.432, -17.881], [-4.785, -20.700, -18.622], [-4.285, -21.232, -16.042], [-5.245, -19.725, -15.808], [-7.043, -21.357, -14.767], [-6.636, -23.165, -2.536], [-5.401, -24.003, -2.582], [-6.587, -22.600, -1.205], [-6.972, -22.211, -3.793], [-7.919, -21.265, -3.476], [-5.835, -21.583, -3.950], [-7.318, -22.776, -4.962], [-5.310, -25.062, -3.502], [-3.994, -25.848, -3.256], [-3.159, -25.175, -3.449], [-3.969, -26.429, -2.335], [-3.897, -26.652, -3.986], [-5.159, -24.826, -4.555], [-6.057, -25.854, -3.446], [-7.399, -23.944, -2.530], [-6.442, -19.890, -11.244], [-5.781, -18.860, -11.953], [-5.964, -19.800, -9.912], [-7.988, -19.915, -11.402], [-8.715, -20.811, -10.582], [-8.585, -18.700, -11.265], [-8.256, -20.361, -12.698], [-4.901, -19.022, -13.059], [-4.547, -17.631, -13.685], [-5.428, -16.989, -13.712], [-3.776, -17.007, -13.232], [-4.228, -17.757, -14.719], [-5.221, -19.754, -13.801], [-4.002, -19.525, -12.705], [-6.054, -20.803, -11.696], [-14.260, -18.380, -3.406], [-14.929, -19.674, -3.274], [-14.004, -17.934, -2.091], [-13.191, -18.231, -4.533], [-12.070, -18.873, -4.264], [-13.590, -18.620, -5.746], [-12.783, -16.924, -4.687], [-15.448, -20.303, -4.534], [-16.541, -21.281, -4.040], [-16.181, -22.094, -3.409], [-17.272, -20.773, -3.410], [-17.104, -21.726, -4.861], [-14.687, -20.919, -5.012], [-15.926, -19.650, -5.264], [-15.132, -17.771, -3.644], [-13.836, -23.160, -8.013], [-14.130, -21.774, -7.972], [-12.937, -23.344, -9.020], [-13.428, -23.847, -6.702], [-14.140, -23.389, -5.658], [-13.787, -25.154, -6.838], [-12.079, -23.776, -6.493], [-15.003, -21.144, -8.978], [-15.577, -19.933, -8.353], [-16.503, -20.096, -7.801], [-14.748, -19.590, -7.732], [-15.823, -19.134, -9.052], [-15.852, -21.708, -9.365], [-14.471, -20.851, -9.882], [-14.837, -23.489, -8.291], [-12.065, -16.712, -11.719], [-12.925, -16.503, -10.657], [-12.308, -18.006, -12.232], [-11.963, -15.522, -12.699], [-11.411, -15.731, -13.829], [-13.080, -14.986, -12.979], [-11.213, -14.481, -12.262], [-12.893, -15.419, -9.724], [-13.437, -15.941, -8.379], [-12.596, -16.416, -7.874], [-13.798, -15.041, -7.881], [-14.319, -16.569, -8.510], [-13.475, -14.554, -10.040], [-11.871, -15.086, -9.544], [-11.188, -16.776, -11.074], [-4.889, -15.012, -2.570], [-4.638, -16.354, -3.153], [-5.829, -17.212, -3.095], [-5.661, -18.467, -3.884], [-5.292, -18.115, -5.327], [-5.344, -17.162, -5.658], [-4.390, -18.497, -5.574], [-6.106, -18.845, -6.443], [-7.370, -18.013, -6.747], [-8.200, -17.969, -5.604], [-9.501, -17.303, -5.878], [-4.687, -15.029, -1.499], [-5.752, -14.403, -2.839], [-3.993, -14.501, -2.923], [-6.592, -16.556, -3.515], [-6.163, -17.488, -2.095], [-6.615, -18.993, -3.914], [-4.857, -19.137, -3.580], [-6.200, -19.859, -6.054], [-5.376, -18.941, -7.246], [-7.851, -18.415, -7.638], [-7.089, -16.966, -6.862], [-10.206, -17.563, -5.088], [-9.909, -17.668, -6.821], [-9.524, -16.213, -5.898], [-9.082, -23.405, -12.067], [-10.167, -22.861, -11.311], [-11.245, -22.388, -11.993], [-11.623, -20.998, -11.539], [-11.543, -20.931, -9.952], [-12.215, -21.623, -9.650], [-10.763, -21.244, -9.392], [-11.642, -19.536, -9.343], [-11.540, -19.625, -7.916], [-10.508, -20.564, -7.641], [-10.078, -20.759, -6.249], [-9.353, -24.067, -12.890], [-8.606, -24.061, -11.338], [-8.548, -22.579, -12.536], [-12.035, -23.115, -11.806], [-10.958, -22.309, -13.042], [-12.644, -20.713, -11.794], [-10.931, -20.225, -11.871], [-12.588, -19.115, -9.681], [-10.867, -18.914, -9.791], [-12.436, -20.096, -7.510], [-11.588, -18.624, -7.486], [-10.891, -21.114, -5.615], [-9.529, -19.892, -5.881], [-9.371, -21.583, -6.154], [-12.700, -26.605, -12.707], [-11.848, -26.478, -11.527], [-12.511, -26.403, -10.328], [-11.584, -26.243, -9.151], [-10.661, -24.987, -9.277], [-10.248, -24.949, -10.198], [-11.331, -24.232, -9.315], [-9.587, -24.823, -8.192], [-8.499, -23.688, -8.427], [-7.524, -24.160, -9.309], [-6.393, -23.261, -9.496], [-12.308, -27.267, -13.479], [-12.938, -25.633, -13.138], [-13.635, -27.064, -12.384], [-13.015, -27.355, -10.161], [-13.231, -25.585, -10.329], [-11.009, -27.152, -8.975], [-12.070, -26.055, -8.193], [-9.082, -25.784, -8.099], [-10.148, -24.791, -7.258], [-8.114, -23.462, -7.432], [-9.040, -22.774, -8.669], [-6.547, -22.810, -10.477], [-5.567, -23.939, -9.711], [-6.373, -22.448, -8.770], [-18.881, -18.025, -11.866], [-17.454, -18.235, -11.658], [-17.051, -19.528, -12.186], [-15.505, -19.450, -12.252], [-14.955, -18.651, -13.491], [-13.997, -18.402, -13.293], [-14.680, -19.406, -14.104], [-15.692, -17.547, -14.270], [-16.798, -18.156, -15.185], [-16.288, -19.272, -15.874], [-15.406, -18.978, -16.995], [-19.097, -17.995, -12.934], [-19.069, -16.983, -11.609], [-19.353, -18.838, -11.313], [-17.454, -19.830, -13.152], [-17.398, -20.211, -11.411], [-15.264, -20.495, -12.444], [-15.080, -18.905, -11.409], [-14.889, -17.188, -14.914], [-15.901, -16.791, -13.514], [-17.165, -17.475, -15.953], [-17.647, -18.450, -14.568], [-15.409, -19.802, -17.709], [-14.368, -18.946, -16.663], [-15.674, -18.081, -17.553], [-7.434, -16.671, -16.103], [-8.628, -17.504, -16.095], [-8.635, -18.331, -14.982], [-10.029, -19.107, -15.024], [-10.170, -19.760, -16.394], [-9.996, -18.951, -16.973], [-9.457, -20.471, -16.473], [-11.475, -20.468, -16.468], [-11.896, -20.559, -17.917], [-12.272, -19.256, -18.428], [-12.665, -19.259, -19.731], [-6.472, -17.184, -16.086], [-7.375, -15.929, -15.306], [-7.577, -16.082, -17.009], [-8.502, -17.691, -14.110], [-7.897, -19.133, -15.023], [-10.786, -18.347, -14.831], [-10.037, -19.900, -14.276], [-12.186, -19.952, -15.824], [-11.175, -21.443, -16.084], [-12.848, -21.089, -17.914], [-11.303, -21.226, -18.542], [-13.209, -18.332, -19.911], [-13.275, -20.149, -19.888], [-11.839, -19.272, -20.442]],
  "forces_ev_per_angstrom": [[-3.28, 0.56, -1.97], [-1.74, -2.35, 1.67], [2.36, -0.05, 0.73], [-0.60, -0.52, -0.94], [-0.70, 0.89, -0.06], [-0.20, 0.45, -0.18], [0.70, 0.56, 0.72], [-0.82, 1.37, -1.24], [1.68, 0.01, -0.53], [-0.08, 0.03, 0.44], [0.08, 0.30, 0.04], [-0.06, -0.29, 0.19], [0.20, 0.03, -0.28], [0.31, -0.03, 0.67], [1.03, -0.02, 0.55], [-0.90, -0.96, 5.31], [-0.21, 0.75, -1.77], [-0.42, -0.24, -5.03], [0.72, -0.89, 3.64], [0.36, -0.77, -0.74], [1.56, 1.89, -1.61], [-0.27, 0.00, -0.08], [1.66, -1.22, 0.19], [-0.35, -0.06, -0.27], [0.22, -0.14, 0.64], [0.20, 0.76, 0.48], [-0.21, 0.08, -0.53], [-0.70, 0.85, -0.30], [-0.94, 0.42, 0.23], [-0.74, -0.22, -0.42], [3.57, -0.59, 4.12], [-1.28, 2.01, -1.26], [-2.38, -0.42, -2.16], [-0.39, 0.02, -0.32], [1.65, 1.71, -1.07], [0.22, -1.06, -0.05], [-0.34, 0.53, 0.85], [0.59, -0.03, 0.60], [-0.63, -0.58, -0.14], [-0.25, -0.17, 0.04], [0.09, -0.55, 0.57], [0.02, -0.21, -0.13], [-0.81, 0.36, -0.25], [0.49, 0.24, 0.31], [-0.51, -0.82, -0.36], [-2.22, -1.14, 2.18], [1.05, 0.36, -2.22], [0.55, -0.53, -2.85], [1.25, 1.32, 0.33], [0.25, -0.90, 0.43], [-0.61, -0.06, 0.35], [-0.98, -0.56, 0.40], [-0.68, -1.41, 1.83], [-0.10, 0.34, 0.32], [0.45, 0.05, -0.21], [-0.01, 0.32, -0.10], [0.21, 0.03, -0.22], [0.31, 0.47, -0.07], [0.40, 0.64, 0.29], [0.09, 1.07, -0.46], [0.05, 0.64, -4.00], [-0.78, 2.24, 0.85], [0.27, -0.67, 0.56], [-0.49, 0.50, -0.74], [0.88, 0.01, 0.16], [0.72, 0.30, 0.25], [-1.42, -0.13, 0.51], [0.37, -1.16, 0.13], [0.20, 1.14, 0.58], [0.30, -0.25, 0.39], [-0.47, 0.54, 0.44], [0.17, -0.04, -0.33], [0.21, -1.18, 0.33], [0.72, -0.19, 0.05], [-0.34, -1.45, 0.32], [1.68, -3.31, 0.66], [-3.60, 0.77, 1.04], [-0.58, 2.53, -0.62], [1.63, 0.26, 1.91], [1.83, -2.58, -3.58], [-4.79, 1.21, -0.30], [0.64, 0.46, 2.05], [0.14, -0.83, 0.09], [0.17, 0.94, -1.07], [-0.50, -0.19, 0.41], [0.28, -0.14, 0.64], [0.28, -0.31, -0.06], [-0.06, -0.05, -0.43], [0.26, 0.13, -0.23], [1.80, 0.38, -1.13], [2.62, -0.98, -0.27], [-1.88, 0.23, 0.73], [0.69, 1.59, 0.11], [0.27, 0.56, -1.06], [-0.88, -1.75, -1.48], [0.30, 0.69, 0.89], [0.68, 0.51, 0.62], [0.14, 0.36, 0.92], [0.75, -0.30, 0.53], [-1.96, 0.47, 0.08], [0.60, -0.90, 0.33], [-0.76, -0.30, 0.20], [-0.40, -0.78, -0.25], [-0.19, 0.39, -0.25], [-0.59, -0.48, -0.21], [0.38, 0.12, 0.30], [0.17, -0.08, 0.03], [-0.25, 0.13, 0.45], [-0.79, 0.04, -0.08], [-0.63, 0.34, -0.67], [-0.06, 0.02, -0.12], [0.44, 0.13, -0.96], [0.39, -0.34, 0.06], [0.19, -0.03, -0.07], [0.88, 0.15, -0.11], [-0.38, -0.18, -0.03], [1.18, -0.91, 1.15], [-0.54, 0.16, -0.68], [1.17, 0.52, 2.42], [-0.38, 1.27, -1.40], [-1.50, -0.49, 0.94], [1.53, -0.80, -0.97], [-1.11, -0.14, -3.30], [-1.19, -1.60, 2.55], [1.48, 0.38, 1.27], [-0.13, -0.18, -0.67], [-0.75, -0.02, -0.12], [0.94, 0.60, -0.25], [0.65, -0.29, 0.43], [-0.67, 0.16, -0.47], [-0.55, -0.10, -0.45], [0.09, 0.04, 0.11], [-0.17, -0.07, -0.15], [-0.01, 0.25, 0.14], [0.20, -0.31, -0.19], [-0.41, 0.02, -0.02], [1.04, 0.10, 0.28], [-0.39, 0.65, 0.01], [-0.50, 0.12, 0.13], [0.12, -0.06, -0.85], [-0.31, -0.07, 1.35], [1.19, -0.05, -2.41], [-1.13, 0.12, 0.86], [1.57, 0.96, 0.66], [0.49, -1.72, -0.06], [0.44, -0.31, -0.42], [-1.00, 1.26, 0.79], [0.12, -0.28, -0.34], [-1.80, -1.15, 0.90], [-0.30, 0.34, 0.49], [-1.20, -0.64, -1.63], [0.64, 0.17, 0.35], [0.19, 0.13, 0.08], [-0.21, 0.00, -0.01], [-0.49, -0.09, 0.26], [-0.22, 0.13, 0.10], [0.56, 0.25, -0.38], [-0.62, -0.05, -0.39], [0.22, -0.02, -0.50], [0.13, 0.83, -0.04], [0.42, -0.26, 0.22], [0.16, 0.28, -0.86], [-0.13, 0.53, 0.04], [0.45, 0.38, 1.03], [0.58, -0.38, 0.16], [1.79, 0.31, -0.20], [-0.71, -0.28, -1.72], [1.02, 2.01, 1.45], [-1.41, 0.72, -1.21], [-1.24, -1.82, -0.13], [1.54, 1.67, 1.66], [-0.84, -0.29, -1.12], [0.98, -1.02, 0.11], [0.57, 0.36, 0.41], [0.40, -0.44, -0.64], [-0.02, -0.50, 0.54], [-0.20, -0.75, -0.18], [-0.29, -0.37, 0.93], [-0.82, 0.52, -0.09], [-0.30, 0.29, -0.01], [0.43, -0.72, -0.20], [1.02, 0.18, 0.45], [0.07, -0.65, 0.18], [-0.06, 0.33, 0.02], [-0.58, -0.01, -0.37], [0.09, 0.66, 0.39], [0.05, -0.25, -0.30], [-0.52, -0.18, 0.23], [0.08, 0.48, 0.12], [-0.12, 0.20, 0.31], [-0.96, 0.53, -0.93], [1.43, 0.82, -0.45], [-1.60, -1.61, 0.25], [2.01, 0.79, 0.59], [-0.76, 1.81, 2.49], [-0.21, -0.03, -1.16], [1.80, -1.14, -0.13], [1.25, 0.34, -1.13], [-2.41, 0.06, 0.08], [2.03, -0.46, 2.59], [-0.43, -0.09, -1.41], [-0.27, -0.58, -0.26], [-0.56, -0.24, 0.52], [0.48, -0.15, -0.12], [-0.26, -0.54, 0.54], [0.61, 0.21, -0.02], [-0.48, -0.41, -0.35], [-0.06, 0.16, -0.03], [-0.05, -0.10, -0.21], [-0.66, -0.24, 0.06], [-0.32, -0.46, 0.19], [0.86, 0.74, -0.18], [-0.24, -0.17, -0.05], [-0.44, 0.05, -0.54], [0.26, -0.17, -0.04]],
  "multiplicity": 2,
  "s2": 0.7542,
  "homo_lumo_gap_ev": [4.361, 2.814],
  "charge": 0,
  "lumo_energy_ha": [-0.032, -0.089]
}